DFT (ωB97M-V/def2-TZVPD) results for a cluster of 11 separate species, C24H46O23 in total.

Last column: Mulliken charge in e.
Element x y z (Å)
C 3.53108 -4.02775 3.49494  -1.60
C 3.31203 -3.79193 1.96362  0.55
C 1.85741 -4.02056 1.43935  -0.42
O 1.79650 -3.07401 0.38919  -0.08
C 2.81441 -2.19422 0.58373  0.67
O 2.92341 -1.19391 -0.11009  -0.67
O 3.51234 -2.47021 1.67454  -0.39
H 3.31598 -5.04173 3.83212  0.38
H 3.00481 -3.31636 4.13137  0.34
H 4.57607 -3.87928 3.76703  0.40
H 3.99387 -4.47766 1.46065  0.29
H 1.16583 -3.88374 2.27068  0.23
H 1.79265 -5.05140 1.09108  0.30
C 0.93540 4.59440 -0.04009  -1.30
C 2.32257 5.35200 -0.26025  0.29
C 3.43899 4.91956 0.58672  -0.27
O 4.38774 4.79435 -0.46740  -0.32
C 3.89989 4.89497 -1.64851  0.89
O 4.54205 4.60057 -2.66707  -0.09
O 2.66404 4.95839 -1.58837  -0.23
H 0.15595 5.10807 -0.60285  0.45
H 0.42699 4.59252 0.92408  0.49
H 0.92562 3.51847 -0.21439  0.16
H 2.30017 6.43837 -0.17431  0.39
H 3.31017 3.99250 1.14535  0.28
H 3.67981 5.74055 1.26205  0.29
C 0.40630 3.53140 5.00169  -1.75
C -0.27270 2.53575 4.00313  0.83
C -0.80244 1.34160 4.80696  -0.23
O -2.18621 1.38859 4.55043  -0.35
C -2.54817 2.55346 3.82644  0.71
O -3.67565 2.95601 3.61220  -0.60
O -1.48159 3.10694 3.42987  -0.39
H 1.23793 3.08679 5.54834  0.42
H -0.20254 3.91987 5.81808  0.41
H 0.80842 4.29243 4.33294  0.35
H 0.54823 2.28470 3.33147  0.23
H -0.68506 1.39778 5.88918  0.32
H -0.37195 0.42821 4.39647  0.09
C -2.94582 -0.57639 -0.49920  -1.17
C -1.46495 -0.68377 -0.18197  1.78
C -1.02131 0.63520 0.51812  0.37
O -0.44334 0.09328 1.71240  -0.45
C -0.58612 -1.24247 1.83462  0.40
O -0.24893 -1.91126 2.81737  -0.66
O -1.19865 -1.70917 0.77556  -0.24
H -3.39742 -1.54670 -0.70569  0.46
H -3.26841 0.05423 -1.32766  -0.25
H -3.52005 -0.35693 0.40092  0.52
H -0.93533 -0.71399 -1.13417  -0.47
H -1.69319 1.46108 0.75178  0.24
H -0.35791 1.15798 -0.17086  -0.42
C -2.38596 0.32220 -4.33694  -1.58
C -0.88598 0.67126 -4.38678  0.47
C -0.65807 2.18274 -4.68795  -0.58
O 0.33923 2.55030 -3.71755  -0.37
C 0.47858 1.69636 -2.76719  0.46
O 1.18291 1.93248 -1.81712  -0.62
O -0.31319 0.61141 -3.05767  -0.07
H -2.52964 -0.55249 -3.70261  0.35
H -2.66368 0.13395 -5.37403  0.47
H -3.00070 1.08154 -3.85361  0.37
H -0.42663 -0.02176 -5.09165  0.37
H -1.51264 2.80273 -4.41697  0.29
H -0.37549 2.47488 -5.69933  0.32
C 0.96068 -2.81027 -2.88985  -0.67
C 2.02464 -3.62237 -3.57401  0.30
C 3.40053 -2.85732 -3.63554  -0.42
O 4.19364 -3.59486 -2.79217  -0.34
C 3.51868 -4.57741 -2.17677  0.66
O 4.16960 -5.33444 -1.44894  -0.59
O 2.20460 -4.70796 -2.65659  -0.38
H 1.23254 -2.46465 -1.89250  -0.13
H 0.09910 -3.42937 -2.63982  0.38
H 0.65826 -2.04189 -3.60135  0.15
H 1.73784 -3.91634 -4.58369  0.44
H 3.37460 -1.83657 -3.25408  0.24
H 3.64794 -2.94516 -4.69345  0.35
O -1.83035 -5.17153 1.72401  -0.60
H -1.42969 -4.51890 1.14975  0.30
H -2.18629 -5.82999 1.12737  0.28
O -2.72433 -2.88699 4.65929  -0.62
H -2.26549 -3.72702 4.66641  0.31
H -2.03136 -2.23418 4.75854  0.29
O -5.65604 -1.70665 -2.03139  -0.61
H -5.81501 -2.60607 -1.74506  0.31
H -6.37739 -1.20349 -1.65362  0.29
O -3.26668 3.29304 -1.09868  -0.54
H -4.13276 2.88711 -1.06171  0.27
H -3.18042 3.75101 -0.26259  0.28
O -5.75392 1.54131 -0.94465  -0.63
H -5.40887 0.71577 -1.28477  0.29
H -6.69170 1.38299 -0.83634  0.31

Atomic forces in eV per Å
0.210 0.334 -0.424
-1.103 -3.057 2.760
1.671 -1.415 1.371
0.317 0.150 0.132
-1.281 2.874 -1.574
0.201 -1.769 1.080
1.036 1.651 -1.051
-0.326 -0.023 -0.340
-0.450 -0.021 -0.279
0.200 0.042 -0.378
0.238 0.395 -0.491
-0.439 0.571 -0.466
-0.290 0.229 -0.406
-0.381 1.089 0.380
-4.980 -0.802 1.883
-0.413 -0.066 0.535
5.193 0.118 -0.113
-0.671 -2.000 4.297
1.575 0.055 -2.201
-2.658 1.329 -2.857
0.261 -0.272 -0.678
0.964 0.771 0.818
0.730 0.188 -0.862
-0.676 -0.015 -0.689
0.307 -0.174 -0.424
0.628 -0.300 -0.060
-0.161 -0.001 -1.072
0.568 0.623 3.231
-0.161 -0.168 -1.052
-2.136 0.872 -0.694
-3.408 -2.426 1.707
2.059 -1.191 0.464
4.327 2.030 -1.634
0.173 -0.467 -0.472
-0.522 0.193 -0.515
0.050 0.623 0.611
-0.906 -0.132 -0.868
0.395 0.165 -0.104
-0.204 -0.247 0.257
-1.171 -1.689 0.740
-1.725 2.549 -0.562
0.541 -0.800 -0.514
1.009 0.883 0.951
0.622 -0.488 2.426
-0.601 1.942 -2.522
-0.409 -0.849 -1.504
0.429 -0.331 -0.517
0.650 0.310 0.150
0.158 0.736 0.140
0.533 -1.036 0.417
-0.973 -0.816 0.408
1.091 -0.392 0.543
0.898 -0.092 0.411
-1.328 1.589 0.517
-0.274 -0.176 0.409
0.425 2.152 -2.430
-0.427 -0.908 0.271
-0.622 -1.202 -0.122
0.898 -0.587 1.019
0.066 -0.377 -0.418
-0.496 -0.062 0.204
0.151 0.333 -0.343
0.619 0.107 0.348
-0.332 -0.337 -0.096
0.446 -0.309 0.184
-0.956 0.091 -0.450
-0.479 1.497 1.416
-2.250 -0.355 -0.888
0.625 -0.439 0.641
1.996 -3.123 0.602
-3.095 1.850 -1.283
3.251 -0.098 0.417
0.602 0.533 -0.383
-0.214 -0.206 -0.544
-0.230 0.487 0.463
-0.086 -0.602 0.281
-0.276 0.081 -0.344
1.010 0.380 0.195
0.038 -0.054 0.218
0.101 0.338 -0.080
-0.107 -0.230 -0.099
-0.341 0.095 0.115
0.105 -0.247 -0.137
0.207 0.158 -0.082
0.236 0.320 -0.150
-0.025 -0.296 0.081
-0.340 -0.039 0.056
0.602 0.019 -0.251
-0.569 -0.245 0.058
-0.068 0.129 0.241
0.195 0.146 -0.047
0.251 -0.289 -0.090
-0.297 0.195 0.108

Output
HOMO-LUMO gap (alpha / beta)   8.36 / 2.49 eV
Multiplicity   2
Molar mass   702.61 g/mol
Net charge   +1

=====

DFT (ωB97M-V/def2-TZVPD) results for a cluster of 8 separate species, C39H82O24 in total.

Last column: Mulliken charge in e.
Element x y z (Å)
C 18.60214 22.42041 20.06853  -0.88
O 18.13689 22.52169 18.73256  -0.26
C 16.88357 23.14018 18.68293  -0.64
C 16.19892 22.75379 17.39347  -0.63
O 15.74140 21.41854 17.36715  0.04
C 14.35456 21.21771 17.54094  -1.00
C 13.57225 21.57071 16.28231  -0.45
O 13.63500 20.59077 15.29405  -0.39
C 14.67407 20.60120 14.39920  -0.21
H 19.66748 22.12368 20.00107  0.24
H 18.04754 21.63223 20.63997  0.32
H 18.50602 23.33032 20.62833  0.42
H 17.02327 24.23151 18.64262  0.34
H 16.30408 22.85112 19.58483  0.36
H 16.94998 22.88994 16.59984  0.30
H 15.45506 23.54366 17.22303  0.42
H 13.98382 21.79166 18.36349  0.41
H 14.15911 20.18579 17.79252  0.37
H 13.77157 22.54296 15.85561  0.41
H 12.52166 21.53084 16.51839  0.43
H 14.60583 21.50227 13.75859  0.31
H 14.51880 19.72648 13.77591  0.05
H 15.66015 20.59332 14.82644  0.08
C 15.92484 14.22983 16.96827  -0.97
O 16.24403 14.60245 15.69493  0.12
C 15.47192 14.01265 14.68811  -0.87
C 16.28579 13.73983 13.44485  0.08
O 17.13400 12.59877 13.64982  -0.48
C 18.37601 12.91499 14.25873  0.19
C 19.20700 11.68428 14.50717  -1.07
O 20.11007 11.35836 13.43791  -0.38
C 19.40135 10.75458 12.31419  -0.68
H 16.44422 14.81528 17.70600  0.23
H 16.15687 13.16894 17.21426  0.32
H 14.82359 14.28416 17.18366  0.31
H 14.61784 14.68095 14.44450  0.45
H 15.10448 13.06072 15.04570  0.54
H 16.97604 14.58008 13.19225  -0.20
H 15.63008 13.47134 12.64285  0.34
H 18.23953 13.44580 15.22583  0.18
H 18.89400 13.59710 13.57831  0.23
H 18.50507 10.85571 14.68137  0.45
H 19.78354 11.85721 15.38004  0.44
H 18.86515 9.91093 12.75438  0.31
H 20.12347 10.35511 11.56194  0.25
H 18.64634 11.40814 11.86085  0.23
C 15.12951 21.19419 8.21890  -0.69
O 14.31084 20.71051 9.23274  -0.02
C 13.59808 21.71739 9.98176  -0.75
C 13.10471 20.98816 11.22971  0.59
O 12.60143 21.90991 12.20350  -0.40
C 11.43525 21.44265 12.87543  -0.26
C 10.17850 21.90929 12.13896  -0.71
O 10.10523 21.12958 10.92588  -0.11
C 9.03405 21.49593 10.10556  -0.81
H 15.86551 21.91130 8.58779  0.15
H 14.56380 21.52483 7.32960  0.28
H 15.71072 20.36738 7.87189  0.26
H 12.73253 22.10042 9.47641  0.32
H 14.31676 22.54663 10.30786  0.21
H 13.95671 20.44438 11.66404  -0.25
H 12.30265 20.29278 10.95050  0.29
H 11.52607 21.71398 13.96793  0.16
H 11.38663 20.38371 12.86527  0.35
H 10.31915 22.95748 11.87644  0.36
H 9.26341 21.82388 12.78837  0.40
H 8.01168 21.39670 10.54288  0.28
H 9.10695 20.79017 9.25944  0.24
H 9.09294 22.57856 9.75161  0.29
C 23.87435 13.65722 15.34196  -0.65
O 23.39150 14.78770 14.62335  -0.45
C 21.97080 14.96600 14.58326  -0.20
C 21.64452 16.35879 14.01073  0.23
O 21.08991 16.28385 12.69919  -0.29
C 20.60054 17.51921 12.25345  0.30
C 20.11817 17.29572 10.82013  -0.27
O 19.15027 16.24750 10.81072  -0.14
C 18.78907 15.90984 9.47724  -0.97
H 24.92594 13.62492 15.25402  0.28
H 23.38846 12.72615 14.96728  0.21
H 23.58517 13.88936 16.38913  0.29
H 21.50354 14.89712 15.58198  0.34
H 21.42866 14.27083 13.91006  0.11
H 22.60248 16.87748 14.02668  0.36
H 20.92956 16.87561 14.69539  -0.32
H 21.35382 18.33544 12.20610  0.40
H 19.78420 17.88048 12.91608  -0.44
H 21.04259 17.01645 10.27456  0.49
H 19.73169 18.25206 10.35144  0.02
H 19.57690 15.40828 8.93894  0.31
H 18.37602 16.78531 8.94861  0.27
H 17.85105 15.32702 9.57369  0.24
C 19.33833 28.02003 11.03352  -0.69
O 18.70199 26.96530 10.34833  -0.32
C 18.08275 26.13288 11.39933  -0.75
C 17.54359 24.93712 10.71640  -0.32
O 18.49804 23.88041 10.85384  -0.34
C 18.07751 22.72443 10.13818  -0.04
C 19.14141 21.66471 10.28327  0.00
O 20.18061 22.00533 9.43252  -0.38
C 21.04990 20.99458 9.03034  -0.75
H 20.02771 27.62570 11.82390  0.28
H 18.60108 28.69879 11.52270  0.27
H 19.86836 28.77239 10.43191  0.28
H 17.32967 26.66187 11.93701  0.47
H 18.77818 25.91672 12.16233  0.40
H 17.25452 25.07829 9.68491  0.35
H 16.60724 24.69583 11.26379  0.10
H 17.88555 22.83449 9.03696  0.32
H 17.13546 22.43250 10.63458  -0.08
H 18.66565 20.72841 10.04635  -0.07
H 19.49803 21.60398 11.29415  0.37
H 21.69344 20.75024 9.89546  0.28
H 21.65056 21.41868 8.23576  0.31
H 20.55815 20.11737 8.63731  0.27
O 17.16884 20.67105 12.58144  -0.66
C 17.12533 19.50649 12.75466  0.34
O 17.73672 18.84837 13.75521  -0.67
C 17.30130 17.48105 13.79226  0.21
C 16.63663 17.31943 12.42582  1.28
O 16.54886 18.65058 11.91528  0.19
H 18.21323 16.87684 14.05246  -0.10
H 16.66068 17.37814 14.68814  0.25
H 15.65675 16.84215 12.48202  -0.63
H 17.29083 16.70001 11.80027  -0.43
O 19.67317 16.49131 16.83671  -0.48
C 19.11732 17.47771 17.16730  0.59
O 19.01884 18.58923 16.40657  -0.40
C 18.41286 19.61502 17.11079  0.38
C 17.73925 18.94298 18.26609  0.06
O 18.38277 17.66328 18.26865  -0.46
H 19.14635 20.35228 17.45905  0.12
H 17.76499 20.06411 16.36856  -0.11
H 16.67449 18.83533 18.10618  0.07
H 17.96187 19.34916 19.26064  0.12
O 13.78105 15.67411 12.05450  -0.59
C 13.68524 16.32766 11.03443  0.65
O 14.64802 16.37819 10.12968  -0.26
C 14.43538 17.39996 9.23929  0.24
C 12.97139 17.86007 9.47458  0.07
O 12.71409 17.18452 10.75282  -0.38
H 15.18578 18.18493 9.42540  -0.16
H 14.58291 17.08501 8.18854  0.30
H 12.30551 17.42010 8.76004  0.37
H 12.85798 18.92463 9.65653  -0.27

Atomic forces in eV per Å
0.571 -1.518 -0.280
0.416 -0.289 0.669
-0.289 -0.039 0.020
0.375 0.601 -0.003
0.370 -0.224 0.074
0.045 0.719 -1.021
-0.534 -0.754 0.184
-0.819 -0.967 0.673
0.322 0.898 -1.389
-0.583 0.207 0.193
0.283 0.429 -0.457
0.023 0.765 0.158
-0.135 -0.021 0.319
-0.053 0.243 -0.464
-0.208 -0.247 0.070
-0.476 -0.550 -0.172
-0.288 0.690 0.738
0.250 -0.446 -0.123
0.428 0.574 0.049
-0.555 0.413 0.559
0.143 -0.297 0.042
0.206 -0.141 -0.210
0.517 -0.178 0.494
-1.623 -1.461 1.584
1.073 0.894 -0.638
-0.683 0.522 -0.530
1.564 -0.199 0.887
-0.343 -0.196 0.049
-0.123 0.826 0.272
-0.486 -0.363 -1.540
-0.749 -0.118 -0.654
0.518 -0.309 0.893
0.305 0.541 0.033
0.191 0.258 -0.443
0.621 0.327 -0.220
0.249 -0.374 0.048
-0.341 -0.421 0.005
-0.817 -0.161 -0.074
-0.359 0.145 -0.594
-0.112 -0.254 -0.515
0.373 0.111 0.085
0.192 -0.076 0.105
0.818 -0.021 0.723
-0.171 -0.250 -0.316
-0.404 0.640 0.720
0.386 0.140 0.053
0.081 0.133 -0.617
-0.964 0.509 0.789
1.605 -0.179 1.263
0.121 0.038 0.324
-0.100 -0.253 -0.315
-0.035 0.952 0.542
0.151 -0.117 0.380
-0.376 0.576 1.353
-0.560 0.623 -1.048
-0.320 0.428 -0.102
0.126 0.434 0.432
0.436 -0.787 -0.215
-0.260 0.447 -0.727
-0.952 -0.893 -0.587
-0.185 -0.041 -0.132
0.302 0.116 0.092
-0.383 0.174 -1.252
0.208 -1.297 0.043
-0.162 0.231 -0.075
0.611 -0.206 -0.689
0.737 -0.169 0.182
-0.252 0.608 0.114
0.187 -1.208 0.267
-2.692 0.640 0.438
-0.312 0.189 -0.788
-0.585 0.180 -0.381
-0.073 -0.149 0.872
0.570 0.024 0.499
-0.767 0.437 -0.383
0.378 0.343 0.262
0.613 0.684 -0.790
-2.092 0.424 0.904
1.089 -0.042 -0.236
0.431 0.429 0.399
0.307 -0.869 -0.172
0.431 -0.123 -0.118
0.598 -0.256 0.318
0.025 0.473 -0.240
0.417 -0.256 -0.492
-0.030 -0.461 0.199
0.366 -0.155 -0.298
-0.534 -0.161 -0.155
0.135 -0.893 0.537
0.219 -0.176 -0.235
0.767 0.168 -0.149
0.831 -0.453 -0.086
0.075 1.142 0.946
-0.093 0.006 1.702
0.386 1.229 -2.653
-0.335 -1.441 1.440
-0.459 0.458 -1.237
-0.399 -0.069 0.739
-0.606 0.434 0.079
-0.057 0.595 -1.104
0.665 0.428 0.877
-0.374 0.358 -0.606
0.039 -0.668 0.165
0.119 -0.963 -0.584
-0.993 0.897 -0.050
1.277 -0.771 0.611
0.207 0.416 -0.414
0.213 -0.475 -0.228
0.273 0.573 0.785
0.172 -0.465 -0.348
-0.078 -0.821 -0.386
0.069 -0.015 0.814
0.025 -0.400 -0.433
0.282 0.006 -0.085
-0.399 -0.477 0.009
-0.024 1.546 -0.056
0.849 -1.167 0.139
-0.192 0.580 0.256
0.717 0.002 1.487
0.464 -1.429 0.311
-0.737 -0.509 -0.391
-0.882 0.257 -0.833
-0.153 -0.048 -0.644
0.108 0.346 0.063
-0.251 0.433 -0.156
0.601 -0.889 0.064
-1.153 1.136 -0.492
1.493 -1.378 -0.683
-0.036 1.937 -0.278
0.129 -0.361 0.730
-0.068 -0.950 0.733
-0.027 -0.114 -0.235
-0.417 0.481 0.400
-0.243 -0.204 0.145
-0.314 0.325 -0.464
-0.552 0.484 -1.312
0.230 -0.390 2.289
0.789 -1.602 0.107
0.032 2.213 -2.133
1.180 -0.906 1.455
-0.687 0.349 -0.311
-0.457 -0.007 0.097
-0.086 -0.201 0.576
-0.491 0.137 -0.447
-0.024 -0.233 -0.441

Output
HOMO-LUMO gap   9.38 eV
Molar mass   935.06 g/mol
Structure (SMILES)   COCCOCCOC.COCCOCCOC.COCCOCCOC.COCCOCCOC.COCCOCCOC.O=C1OCCO1.O=C1OCCO1.O=C1OCCO1

=====

> The lowest molar mass belongs to which entry?

C24H46O23

=====

> Which formula does entry 1 have?

C24H46O23

=====

> Among the records above, which one has the highest molar mass?

C39H82O24